1.
The following is a quantum chemistry calculation of a structure of composition C18H24BMoN8S3, from the Open Molecules 2025 dataset.

Structure (ORCA input):
```
! RIJCOSX wB97M-V def2-TZVPD def2/J DEFGRID3
* xyz 4 2
Mo 0.446 0.393 -0.360
S 0.991 -0.303 -2.728
S 3.163 -2.739 -1.090
S 2.713 1.352 -0.475
N -4.310 -0.874 2.014
N -3.267 0.038 2.376
N -0.824 0.625 2.396
N -0.499 -1.329 0.209
N -0.246 2.076 -1.094
N 0.299 0.887 1.638
N -1.619 -1.361 1.029
N -1.282 1.116 -0.959
C 3.901 -1.335 -0.284
C -2.145 2.979 -1.782
C 0.575 1.773 3.696
C -3.823 1.021 3.206
C 1.707 -1.875 -3.329
C 2.173 0.968 -3.205
C -0.661 1.153 3.619
C -2.410 1.651 -1.383
C -5.402 -0.403 2.531
C 3.288 1.230 -2.208
C -0.354 -2.604 -0.259
C -1.334 -3.423 0.234
C -2.106 -2.618 1.049
C 1.131 1.596 2.454
C -5.160 0.749 3.343
C 2.929 -0.258 0.278
C 3.083 -2.288 -2.831
C -0.784 3.197 -1.574
B -1.978 -0.222 1.931
H -2.975 -2.830 1.648
H -5.878 1.299 3.932
H -1.430 1.029 4.367
H 0.939 -2.619 -3.113
H 3.061 -0.051 1.343
H 4.680 -0.887 -0.903
H 4.067 0.472 -2.211
H 3.359 -3.189 -3.388
H 1.687 -1.716 -4.411
H -3.335 1.094 -1.387
H 1.585 1.871 -3.378
H -3.227 1.824 3.608
H 3.858 -1.563 -3.082
H -2.861 3.687 -2.173
H 2.084 1.952 2.095
H 0.473 -2.812 -0.914
H -6.336 -0.931 2.382
H -1.470 -4.476 0.052
H -0.191 4.081 -1.753
H 3.771 2.193 -2.389
H 4.425 -1.726 0.593
H 1.935 -0.835 0.266
H 2.592 0.675 -4.172
H 0.994 2.283 4.547
*
```

E_HOMO (spin up / spin down): -19.8 / -19.8 eV
relative energy (zero: lowest compared OMol25 entry of this formula, charge and spin): 9.80 kJ/mol
gap between HOMO and LUMO (spin up / spin down): 6.09 / 3.02 eV
E_tot: -65971.3677 eV
molar mass: 555.40 g/mol

***

2.
The following is a quantum chemistry calculation of a cluster of 2 separate species, C18H24BN3 in total, from the Open Molecules 2025 dataset.

Structure (ORCA input):
```
! RIJCOSX wB97M-V def2-TZVPD def2/J DEFGRID3
* xyz 0 1
N 5.392 5.357 4.666
N -3.655 7.906 -0.577
N -4.132 2.068 4.507
C 4.112 5.363 4.056
C -1.970 5.375 1.425
C 5.464 6.065 5.948
C 1.539 5.296 2.949
C -2.633 7.250 0.141
C -2.964 5.986 0.694
C -0.458 7.263 1.198
C -1.413 7.917 0.429
C -3.375 2.277 5.391
C -3.297 8.370 -1.922
C 6.501 5.571 3.750
C -0.665 5.915 1.558
C 2.244 6.513 2.988
C 3.566 6.485 3.417
C 2.006 4.235 3.742
C 3.298 4.215 4.222
C 0.116 5.111 2.543
C -4.474 8.841 0.225
B -2.389 2.658 6.473
H 0.431 7.850 1.457
H -3.973 5.562 0.552
H 1.358 3.375 3.917
H -0.109 4.025 2.475
H -4.225 8.629 -2.472
H 6.367 4.930 2.866
H -5.435 9.103 -0.270
H -1.306 8.972 0.110
H 7.411 5.296 4.288
H 4.580 5.789 6.541
H 1.838 7.487 2.718
H 6.374 5.784 6.500
H 4.187 7.394 3.461
H -1.337 2.077 6.565
H 3.655 3.402 4.857
H -2.549 3.697 7.087
H -0.358 5.548 3.408
H 6.548 6.619 3.408
H -2.214 4.448 1.937
H -2.758 7.540 -2.425
H 5.460 7.161 5.810
H -2.610 9.250 -1.865
H -4.693 8.364 1.199
H -3.935 9.797 0.424
*
```

E_HOMO: -8.0 eV
gap between HOMO and LUMO: 6.52 eV
E_tot: -24198.5983 eV
SMILES: CN(C)c1ccc(Cc2ccc(N(C)C)cc2)cc1.BC#N
molar mass: 293.22 g/mol

***

3.
The following is a quantum chemistry calculation of a structure of composition C18H24Br2F6N6O5PPdS2, from the Open Molecules 2025 dataset.

Structure (ORCA input):
```
! RIJCOSX wB97M-V def2-TZVPD def2/J DEFGRID3
* xyz 3 5
Pd 0.123 0.771 0.336
Br -0.419 4.960 5.686
Br 6.259 2.382 2.799
S -0.953 -1.458 1.645
S -0.136 -2.013 -0.837
P -1.422 1.892 -2.468
F 1.657 -3.887 -0.810
F -0.657 -3.369 3.386
F -1.858 -1.681 4.031
F -2.670 -3.115 2.621
F -0.247 -4.470 -1.669
F 1.083 -3.155 -2.770
O 0.994 -1.034 -0.703
O -2.001 -0.516 1.254
O 0.249 -0.723 2.093
O -0.260 1.824 -1.527
O -1.185 -1.551 -1.706
N -1.258 3.116 -3.513
N -1.270 0.473 -3.517
N -0.617 -2.537 0.560
N -2.938 1.814 -1.940
N -0.196 2.235 1.905
N 2.126 1.365 0.887
C 0.898 3.491 3.659
C 0.066 0.035 -3.870
C -0.330 3.869 4.193
C -2.346 -0.055 -4.321
C -2.275 3.440 -4.524
C -1.350 2.573 2.426
C -3.532 0.618 -1.315
C 4.617 1.978 2.047
C -1.472 3.390 3.574
C -3.690 3.057 -1.671
C 3.442 2.509 2.565
C 0.952 2.661 2.520
C 4.509 1.128 0.954
C 0.651 -3.520 -1.570
C 2.195 2.188 1.980
C 0.012 3.837 -3.687
C 3.228 0.849 0.407
C -1.584 -2.510 3.039
H -2.453 4.515 -4.517
H 3.502 3.162 3.423
H -2.996 -0.284 -1.591
H 0.049 -1.041 -4.047
H -2.459 3.627 3.952
H 0.769 0.285 -3.082
H -3.212 2.929 -4.314
H -3.158 3.929 -2.044
H -3.290 0.424 -4.088
H 0.727 3.537 -2.928
H -2.407 -1.132 -4.131
H -0.178 4.907 -3.602
H 0.421 3.634 -4.678
H 3.130 0.172 -0.433
H -4.569 0.540 -1.639
H 5.382 0.668 0.508
H -3.503 0.700 -0.228
H -1.921 3.154 -5.517
H 1.802 3.841 4.135
H 0.357 0.522 -4.809
H -3.845 3.167 -0.596
H -2.101 0.073 -5.381
H -4.663 2.998 -2.157
H -2.238 2.177 1.949
*
```

E_HOMO (spin up / spin down): -18.1 / -18.0 eV
relative energy (zero: lowest compared OMol25 entry of this formula, charge and spin): 0.00 kJ/mol
gap between HOMO and LUMO (spin up / spin down): 7.96 / 4.63 eV
E_tot: -229033.3510 eV
molar mass: 879.75 g/mol

***

4.
The following is a quantum chemistry calculation of a structure of composition C18H24Br30InO3, from the Open Molecules 2025 dataset.

Structure (ORCA input):
```
! RIJCOSX wB97M-V def2-TZVPD def2/J DEFGRID3
* xyz -1 1
In 2.324 0.619 3.441
Br 4.390 -9.210 -2.270
Br 4.862 5.254 -2.420
Br -2.867 7.932 -1.678
Br -3.330 -4.189 0.624
Br -0.817 -5.180 2.381
Br 1.785 2.565 -0.817
Br -0.715 1.378 -2.468
Br -0.110 8.527 -0.120
Br -1.246 -0.907 -7.947
Br -0.183 1.539 -6.138
Br -4.763 0.785 -7.101
Br 1.633 -9.804 -3.829
Br -1.588 -5.628 6.718
Br 1.369 -5.390 5.457
Br -3.483 3.388 -8.504
Br 2.217 -2.780 -5.313
Br -7.468 1.292 1.000
Br 2.361 4.067 -4.070
Br -4.546 0.942 -10.312
Br 1.154 -5.226 -7.121
Br -3.766 -5.115 3.680
Br 1.927 6.530 -2.038
Br 3.914 -8.003 -5.220
Br -5.393 2.770 2.973
Br -4.599 2.257 -0.107
Br -1.463 -1.064 -4.735
Br -1.149 3.841 -0.436
Br 0.868 -7.228 8.056
Br -0.586 9.733 -3.070
Br 0.937 -5.383 -3.910
O -1.838 0.857 1.467
O -0.978 -0.840 3.034
O 4.111 -2.425 5.117
C -1.234 0.467 2.752
C 2.947 -2.365 4.429
C 0.922 -4.223 -5.471
C -0.830 1.693 3.810
C 0.109 -6.527 6.408
C -1.417 9.198 -1.395
C -1.478 0.096 -6.296
C 3.154 5.650 -3.264
C 4.051 2.058 3.696
C -4.778 1.946 -8.662
C 0.078 2.961 -1.662
C 3.083 -8.539 -3.545
C 1.166 0.602 5.387
C -5.596 1.604 1.430
C -0.379 1.140 5.286
C 2.908 -1.520 2.986
C -2.549 -4.295 2.403
C 5.497 1.756 3.518
H -0.098 -7.386 5.761
H 3.356 6.356 -4.077
H 1.761 1.228 6.209
H 2.640 -7.639 -3.106
H -1.096 0.225 5.539
H -0.076 2.462 3.324
H -1.675 1.861 1.369
H 1.991 -2.001 2.391
H 1.994 -2.927 4.862
H -0.069 -3.759 -5.515
H -2.469 0.560 -6.340
H 6.052 2.052 2.532
H -5.769 2.409 -8.706
H 3.883 -1.658 2.354
H -1.860 10.098 -0.955
H -5.166 0.635 1.702
H -0.480 2.025 6.071
H -2.378 -3.267 2.738
H 1.353 1.228 2.014
H 0.279 3.667 -2.474
H -1.844 2.305 3.958
H 3.773 3.172 4.022
H 6.154 1.254 4.365
H 1.127 -0.506 5.827
*
```

E_HOMO: -3.3 eV
gap between HOMO and LUMO: 3.88 eV
E_tot: -2131634.0172 eV
molar mass: 2800.33 g/mol

***

5.
The following is a quantum chemistry calculation of a structure of composition C18H24Br37Cl2NO, from the Open Molecules 2025 dataset.

Structure (ORCA input):
```
! RIJCOSX wB97M-V def2-TZVPD def2/J DEFGRID3
* xyz 0 1
Br -1.245 -3.634 -6.283
Br -6.083 4.872 -4.994
Br -2.759 -1.076 -5.089
Br 5.162 2.295 -6.241
Br -4.130 0.749 11.615
Br 6.370 -3.455 -3.909
Br 6.144 -0.273 -0.541
Br 8.915 -1.891 -2.755
Br -3.445 0.233 0.554
Br -3.104 -2.402 2.357
Br 3.621 -0.607 1.405
Br -2.010 0.452 9.233
Br 0.808 -3.802 -0.272
Br 5.888 -6.448 1.717
Br -2.642 5.330 6.707
Br -3.493 6.295 -6.230
Br -3.354 3.229 -5.320
Br 9.245 -3.851 -5.268
Br 4.817 -7.560 -1.087
Br -1.432 -5.793 0.865
Br 6.984 1.920 -3.634
Br 4.737 -0.248 -4.343
Br -0.226 -2.286 -3.560
Br -3.843 3.493 2.567
Br -1.802 -8.411 6.560
Br -6.402 1.709 3.287
Br -2.281 -3.303 -0.964
Br -1.033 1.464 -2.991
Br -0.559 -0.609 1.611
Br 7.857 -6.588 -0.804
Br -6.728 4.322 1.460
Br 0.506 -8.140 4.354
Br -2.566 -7.871 3.498
Br -4.918 3.381 7.842
Br -5.008 -0.601 8.849
Br -5.716 5.857 5.970
Br 5.142 -3.197 0.282
Cl 2.011 3.801 -2.928
Cl 1.877 0.658 -2.193
O -0.610 3.565 -1.087
N -4.267 3.456 -1.813
C 1.198 1.904 -1.065
C -1.263 -7.580 4.898
C -5.749 3.489 2.904
C -3.124 3.327 -0.865
C -1.887 4.032 -1.503
C -2.455 -0.619 1.982
C -4.471 4.637 -6.037
C 6.342 -7.394 0.091
C -3.562 -0.311 10.100
C 4.625 -1.366 -0.064
C 6.008 1.029 -5.048
C 2.022 3.233 -1.204
C 3.501 2.917 -0.789
C -4.371 4.526 6.382
C -1.063 -1.991 -5.276
C 8.283 -3.499 -3.626
C -0.918 -4.622 -0.588
C -0.379 2.202 -1.276
H 1.625 4.029 -0.557
H -3.006 2.238 -0.662
H -3.270 -1.281 10.481
H -1.219 -6.512 5.075
H -2.612 -0.030 2.878
H 1.318 1.576 -0.014
H 3.963 -1.379 -0.923
H -5.043 2.990 -1.356
H 3.472 2.093 -0.048
H -4.775 4.329 -7.030
H -5.916 4.087 3.793
H 4.034 2.513 -1.671
H 4.023 3.802 -0.388
H -4.036 3.010 -2.693
H 6.730 0.473 -5.632
H -0.818 -5.238 -1.474
H 6.637 -8.396 0.377
H -0.891 1.626 -0.477
H 8.486 -4.325 -2.956
H -1.932 5.090 -1.171
H -4.268 3.895 5.507
H -2.007 4.087 -2.607
H -0.409 -1.341 -5.842
H -3.390 3.824 0.092
*
```

E_HOMO: -9.1 eV
gap between HOMO and LUMO: 8.72 eV
E_tot: -2639205.2823 eV
molar mass: 3297.75 g/mol

***

6.
The following is a quantum chemistry calculation of a structure of composition C18H24CaN6O6Se, from the Open Molecules 2025 dataset.

Structure (ORCA input):
```
! RIJCOSX wB97M-V def2-TZVPD def2/J DEFGRID3
* xyz 0 1
Se -3.382 -2.610 2.363
Ca 0.147 -1.251 -0.604
O 3.886 -3.115 -1.329
O -0.452 1.129 0.274
O -2.141 -0.395 -0.969
O 4.275 0.284 -1.645
O 2.189 -2.047 -0.313
O 0.741 0.589 -1.986
N 0.675 -0.987 1.983
N -3.978 0.264 0.177
N 4.253 1.792 3.477
N 0.592 -2.893 -2.449
N 1.338 2.709 -2.455
N -1.347 -2.990 0.244
C 0.012 2.252 -0.430
C 1.685 -0.136 2.129
C -2.158 -2.839 1.066
C -2.667 0.269 -0.078
C -1.771 1.168 0.785
C 0.969 -1.647 4.265
C 2.701 -2.906 -1.121
C 3.428 0.995 3.407
C 2.007 -0.752 4.421
C -4.840 -0.687 -0.512
C 3.564 0.563 -0.821
C 1.380 4.128 -2.153
C 0.731 1.786 -1.699
C 2.373 0.024 3.325
C 0.331 -1.733 3.034
C -4.561 0.895 1.349
C 2.066 2.301 -3.649
C 1.650 -3.755 -1.866
H -2.150 2.192 0.803
H 1.818 1.274 -3.889
H 2.417 4.455 -2.061
H -4.010 1.785 1.641
H 0.711 2.812 0.200
H 1.787 2.952 -4.477
H 3.142 2.379 -3.482
H 1.983 0.437 1.261
H 0.869 4.360 -1.225
H -0.809 2.921 -0.704
H -5.579 1.199 1.109
H 0.908 4.695 -2.958
H 1.171 -4.395 -1.123
H 2.142 -4.384 -2.606
H 2.529 -0.648 5.362
H -5.150 -1.466 0.188
H -1.749 0.789 1.810
H -0.222 -3.452 -2.676
H 0.927 -2.494 -3.319
H -0.491 -2.421 2.891
H -4.582 0.188 2.182
H -4.288 -1.142 -1.327
H -5.716 -0.165 -0.899
H 0.644 -2.278 5.080
*
```

E_HOMO: -7.7 eV
relative energy (zero: lowest compared OMol25 entry of this formula, charge and spin): 27.78 kJ/mol
gap between HOMO and LUMO: 7.61 eV
E_tot: -124070.5281 eV
molar mass: 539.46 g/mol

***

Q: E_tot of number 3 (C18H24Br2F6N6O5PPdS2)?
A: -229033.3510 eV

***

Q: Number 5 is which compound?
A: C18H24Br37Cl2NO

***

Q: Number 5 is which compound?
A: C18H24Br37Cl2NO